Record 1
ORCA calculation (ωB97M-V/def2-TZVPD) on one molecule with the formula C5H10N2O3S at a distorted geometry.

The calculation puts the highest occupied orbital energy at -9.67 eV. The lowest unoccupied orbital energy is 0.54 eV. Its SMILES is N=[S@]1(=O)CC2(COC2)[C@H](O)N1.

Cartesian coordinates (Å):
N  2.6503  -0.9446  0.6099
S  2.0102  0.3149  0.0701
O  2.8149  1.4633  -0.1372
C  0.2930  0.9068  1.0159
C  -0.6482  0.2033  0.1310
C  -2.0014  -0.4110  0.5660
O  -2.7109  0.5589  -0.2204
C  -1.5330  1.2295  -0.6647
C  -0.0383  -0.8463  -0.8697
O  0.2493  -2.0648  -0.3202
N  1.2062  -0.0956  -1.3077
H  2.9869  -0.9859  1.5458
H  0.3081  1.9377  0.8681
H  0.1885  0.6044  2.0111
H  -2.2852  -1.3296  0.1425
H  -2.0997  -0.2557  1.7131
H  -1.6060  2.1741  -0.2124
H  -1.5294  1.1862  -1.6832
H  -0.4535  -0.8686  -1.8549
H  0.5736  -2.0787  0.5705
H  1.6247  -0.6986  -1.9737

=====

Record 2
ORCA calculation (ωB97M-V/def2-TZVPD) on a 13-piece molecular cluster, C52H143N13O13 overall at a distorted geometry.

The calculation puts the highest occupied orbital energy at -8.08 eV. The lowest unoccupied orbital energy is 0.49 eV.

Cartesian coordinates (Å):
C  -6.2598  4.2956  5.6155
C  -5.2069  5.2964  6.0890
C  -4.5014  6.0379  5.0005
O  -3.5690  5.1869  4.3972
C  -3.0360  5.6450  3.1856
N  -5.8521  6.1950  7.0083
H  -5.8430  3.5990  4.8881
H  -7.1052  4.8216  5.1720
H  -6.6176  3.6363  6.4064
H  -4.6090  4.5785  6.6504
H  -4.0275  6.9763  5.2886
H  -5.2568  6.3701  4.2884
H  -3.8293  6.0883  2.5838
H  -2.5849  4.7373  2.7846
H  -2.2023  6.3036  3.4292
H  -6.4009  5.6910  7.6902
H  -6.5212  6.6717  6.4209
C  5.2339  0.1039  -0.0761
C  4.3530  -0.0644  1.1846
C  4.2201  -1.5649  1.5088
O  3.7612  -2.3426  0.4120
C  3.3968  -3.6403  0.6490
N  4.9159  0.6971  2.2896
H  5.3422  1.1575  -0.3333
H  4.8636  -0.3125  -1.0129
H  6.2688  -0.2305  -0.0042
H  3.3548  0.2987  0.9400
H  3.6771  -1.6905  2.4456
H  5.2591  -1.8853  1.5859
H  2.6364  -3.6205  1.4298
H  4.1940  -4.3461  0.8825
H  2.9957  -4.0519  -0.2772
H  4.2197  0.7502  3.0194
H  5.0371  1.6373  1.9409
C  1.0074  -1.7806  -1.7763
C  -0.0540  -0.7069  -1.5655
C  0.2420  0.0658  -0.3232
O  -0.8819  0.9624  -0.0677
C  -0.6181  1.8671  0.9856
N  -0.0762  0.1601  -2.7426
H  0.8718  -2.5258  -0.9925
H  2.0055  -1.3472  -1.7135
H  0.8798  -2.2660  -2.7439
H  -1.0816  -1.0544  -1.4590
H  1.1902  0.5974  -0.4041
H  0.3373  -0.7494  0.3941
H  -0.5393  1.3409  1.9369
H  -1.4002  2.6254  1.0255
H  0.3007  2.4260  0.8079
H  0.7762  0.6899  -2.8555
H  -0.7924  0.8363  -2.5191
C  -1.4702  -5.1710  -1.0172
C  -2.5272  -6.0696  -1.6667
C  -3.8846  -5.2818  -1.9299
O  -4.9563  -6.1289  -1.9634
C  -6.2433  -5.6442  -1.6526
N  -2.0785  -6.6571  -2.9265
H  -1.6812  -5.0621  0.0466
H  -1.5051  -4.2160  -1.5414
H  -0.4844  -5.6213  -1.1338
H  -2.6950  -6.8696  -0.9456
H  -3.9814  -4.5452  -2.7276
H  -3.9820  -4.7024  -1.0118
H  -6.5412  -5.0045  -2.4834
H  -6.2948  -5.0395  -0.7471
H  -6.9784  -6.4483  -1.6207
H  -2.7934  -7.1858  -3.4056
H  -1.8502  -5.9389  -3.5989
C  4.9363  6.6434  1.6596
C  5.5598  5.9178  0.4558
C  4.5840  4.9857  -0.2092
O  4.2915  3.8992  0.7043
C  3.2701  3.0658  0.2928
N  5.8037  7.0149  -0.4908
H  4.0592  7.2126  1.3514
H  5.6437  7.3551  2.0851
H  4.7271  5.9049  2.4335
H  6.4418  5.3639  0.7775
H  4.9588  4.6530  -1.1771
H  3.7128  5.5851  -0.4735
H  2.3373  3.6077  0.1368
H  3.0527  2.2731  1.0086
H  3.4342  2.6765  -0.7120
H  6.2226  7.7652  0.0399
H  6.5433  6.7264  -1.1151
C  -0.1734  -4.2996  -6.8069
C  -0.5526  -4.9495  -5.4771
C  0.5106  -4.8426  -4.3972
O  1.5055  -5.8047  -4.5086
C  2.5982  -5.6531  -3.5481
N  -1.7961  -4.4070  -5.0332
H  -0.9209  -4.2807  -7.6001
H  0.7736  -4.7471  -7.1086
H  -0.0361  -3.2342  -6.6224
H  -0.7352  -6.0176  -5.5951
H  -0.0206  -4.9810  -3.4555
H  0.9780  -3.8586  -4.3600
H  3.3687  -6.4062  -3.7138
H  2.3589  -5.7981  -2.4946
H  3.0042  -4.6533  -3.7020
H  -2.2753  -4.1745  -5.8913
H  -1.5835  -3.4960  -4.6524
C  -3.6098  -1.3929  -6.3198
C  -3.1797  -0.9654  -4.9104
C  -3.9837  -1.5778  -3.6875
O  -5.3416  -1.1258  -3.7769
C  -6.1326  -1.7877  -2.8384
N  -1.7719  -1.4346  -4.8624
H  -3.5214  -2.4791  -6.3385
H  -2.9261  -0.9567  -7.0482
H  -4.6303  -1.0865  -6.5492
H  -3.2342  0.1195  -4.8205
H  -3.4863  -1.2140  -2.7884
H  -3.9272  -2.6642  -3.7560
H  -5.8492  -1.4983  -1.8265
H  -6.1963  -2.8746  -2.8884
H  -7.1115  -1.3355  -2.9972
H  -1.2657  -1.0457  -4.0797
H  -1.3135  -1.0394  -5.6710
C  -1.9074  6.3088  -0.4671
C  -0.4867  6.9532  -0.4387
C  0.5104  6.2376  0.5306
O  0.1466  6.3840  1.9163
C  0.9133  5.4863  2.7138
N  0.1602  7.0567  -1.7381
H  -1.9346  5.2987  -0.8759
H  -2.5367  7.0259  -0.9943
H  -2.4034  6.3291  0.5034
H  -0.5301  7.9951  -0.1216
H  1.5445  6.5548  0.3961
H  0.4312  5.1897  0.2415
H  1.9808  5.6554  2.5727
H  0.6615  4.4717  2.4054
H  0.5744  5.6827  3.7310
H  0.9526  7.6659  -1.5931
H  -0.3084  7.4975  -2.5167
C  0.0914  3.6934  -3.3745
C  1.5177  4.1717  -3.0473
C  2.5180  3.2057  -3.7323
O  2.3083  1.8107  -3.4369
C  3.2366  0.8881  -3.9908
N  1.8516  5.4029  -3.6116
H  0.0082  2.6758  -2.9928
H  -0.1480  3.6410  -4.4366
H  -0.6189  4.3812  -2.9157
H  1.6962  4.3151  -1.9817
H  3.4905  3.3610  -3.2652
H  2.5649  3.3250  -4.8147
H  4.0958  0.9824  -3.3268
H  3.4264  1.0318  -5.0545
H  2.9449  -0.1510  -3.8386
H  1.2599  6.0603  -3.1241
H  2.7544  5.7891  -3.3752
C  -4.6642  -5.5820  2.0988
C  -4.5476  -4.3281  2.9632
C  -4.7149  -3.0943  2.1069
O  -3.4999  -2.8030  1.4079
C  -3.6060  -1.7329  0.4550
N  -5.4824  -4.3809  4.0867
H  -4.5418  -6.5306  2.6216
H  -3.8974  -5.5496  1.3249
H  -5.6573  -5.6471  1.6542
H  -3.5666  -4.2830  3.4360
H  -4.8992  -2.2825  2.8106
H  -5.6063  -3.2674  1.5039
H  -3.3976  -0.7707  0.9229
H  -4.6223  -1.7110  0.0617
H  -2.8863  -1.8772  -0.3509
H  -5.3982  -3.5407  4.6408
H  -5.0913  -5.0442  4.7404
C  -0.7681  -2.6586  3.4806
C  -0.0090  -2.1046  4.6531
C  1.5595  -2.2114  4.5787
O  2.0621  -2.0131  5.8765
C  3.4300  -2.1359  5.9849
N  -0.4477  -0.7211  4.8992
H  -0.4703  -2.1919  2.5417
H  -1.8380  -2.4561  3.4314
H  -0.5092  -3.6976  3.2771
H  -0.2835  -2.6761  5.5397
H  2.0287  -1.4618  3.9414
H  1.7839  -3.2188  4.2280
H  3.7493  -3.1779  5.9692
H  3.8403  -1.7919  6.9343
H  3.9893  -1.5445  5.2600
H  -0.3551  -0.4325  5.8626
H  -1.4278  -0.5371  4.7395
C  5.0336  -2.7135  -3.2047
C  5.7854  -3.7714  -2.3436
C  7.1736  -4.2005  -2.9127
O  6.9510  -4.7352  -4.2196
C  8.1942  -5.1118  -4.8259
N  5.9041  -3.3015  -0.9593
H  4.1595  -2.2156  -2.7849
H  4.6540  -3.1005  -4.1503
H  5.6576  -1.8555  -3.4549
H  5.1899  -4.6815  -2.4162
H  7.6679  -4.8386  -2.1802
H  7.8903  -3.3801  -2.8741
H  7.9630  -5.3526  -5.8635
H  8.6432  -5.9371  -4.2733
H  8.9506  -4.3360  -4.9442
H  6.5792  -2.5519  -1.0099
H  5.0249  -2.8669  -0.7180
C  -0.7712  3.8999  5.9622
C  -1.1501  2.4773  5.5100
C  -2.5603  2.2204  4.9872
O  -2.7195  0.8766  4.5255
C  -3.9547  0.4520  4.0191
N  -0.1752  2.1410  4.5185
H  -1.3138  4.2826  6.8266
H  -0.9657  4.6206  5.1679
H  0.2416  4.0030  6.3518
H  -0.9800  1.8146  6.3586
H  -2.7348  2.8242  4.0966
H  -3.2423  2.5479  5.7719
H  -4.8155  0.7012  4.6395
H  -3.8955  -0.6224  3.8450
H  -4.2430  0.8642  3.0521
H  -0.5682  2.5202  3.6689
H  -0.2225  1.1370  4.4193

=====

Record 3
ORCA calculation (ωB97M-V/def2-TZVPD) on a 2-piece molecular cluster, C2H3N2O overall at a distorted geometry.

As for the total charge: +1. The calculation puts the highest occupied orbital energy at -18.81 eV. The lowest unoccupied orbital energy is -5.80 eV.

Cartesian coordinates (Å):
C  1.2238  -0.4331  0.6991
C  0.0076  -0.0190  0.8244
N  -1.3248  0.7195  -2.8873
N  -1.0073  0.4857  -1.7823
O  2.2639  -0.8675  0.4590
H  -0.6837  -0.8613  1.1751
H  -0.4996  0.1530  -0.0587
H  0.0202  0.8225  1.5707

=====

Record 4
ORCA calculation (ωB97M-V/def2-TZVPD) on a 3-piece molecular cluster, C6H14O2 overall at a distorted geometry.

The calculation puts the highest occupied orbital energy at -8.99 eV. The lowest unoccupied orbital energy is 0.74 eV. Its SMILES is C=CC(=C)CC.O.O.

Cartesian coordinates (Å):
C  0.6220  -1.3565  1.9418
C  1.0405  -0.9784  0.7386
C  0.1707  -0.9687  -0.4685
C  0.7631  -1.3011  -1.6224
C  -1.3187  -0.7901  -0.4040
C  -1.7911  0.5297  -0.9944
H  1.1219  -1.1276  2.8740
H  -0.3687  -1.7911  2.0555
H  1.9900  -0.4789  0.5740
H  1.8296  -1.2262  -1.7810
H  0.1677  -1.5566  -2.4948
H  -1.7874  -1.6159  -0.9632
H  -1.7564  -1.0446  0.5651
H  -1.5245  0.5783  -2.0549
H  -1.2105  1.3653  -0.5917
H  -2.8566  0.6782  -0.8821
O  0.1976  1.8846  1.7473
H  -0.1237  0.9802  1.8117
H  0.7372  2.1030  2.5167
O  1.7200  2.1148  -0.7442
H  0.9132  2.2801  -0.2351
H  1.4641  1.7215  -1.5883

=====

Record 5
ORCA calculation (ωB97M-V/def2-TZVPD) on C13H34OP2Sr as an isolated structure at a distorted geometry.

The calculation puts the highest occupied orbital energy at -6.08 eV. The lowest unoccupied orbital energy is 0.36 eV.

Cartesian coordinates (Å):
Sr  -0.4180  -0.3354  -1.5528
H  0.7588  2.7807  -1.4778
H  0.7555  2.7170  -2.2320
P  -0.6286  -0.6678  -4.0448
C  0.6769  -1.6032  -4.8687
H  0.4052  -1.7674  -5.9220
H  1.6274  -1.0483  -4.8114
H  0.8232  -2.5756  -4.3694
C  -2.1694  -1.5333  -4.4698
H  -3.0337  -0.9681  -4.0862
H  -2.2341  -1.6279  -5.5635
H  -2.1801  -2.5338  -4.0083
C  -0.7221  0.9053  -4.9368
H  0.2384  1.4411  -4.8614
H  -0.9450  0.7065  -5.9953
H  -1.5126  1.5460  -4.5101
C  1.5859  -0.9965  -1.6039
O  2.6209  -1.2622  -1.5832
H  -2.0359  0.1589  -1.6590
H  -0.7675  -2.0339  -1.4887
C  -0.4106  2.9739  1.5475
C  0.5457  1.9571  2.1904
C  0.3775  2.0250  3.7145
P  0.3296  0.2422  1.3776
C  2.0461  -0.5460  1.6358
C  2.6746  -0.2806  3.0063
C  1.9500  -2.0626  1.4317
C  -1.2226  -0.6387  2.0578
C  -1.1233  -1.0464  3.5259
C  -2.5163  0.1335  1.7726
H  -1.4642  2.7586  1.7803
H  -0.2938  2.9725  0.4552
H  -0.1845  3.9888  1.9186
H  1.5690  2.2885  1.9107
H  -0.6789  1.8732  3.9903
H  1.0009  1.3069  4.2641
H  0.6491  3.0382  4.0661
H  2.7178  -0.0919  0.8722
H  2.0369  -0.6884  3.8133
H  3.6594  -0.7809  3.0629
H  2.8603  0.7894  3.1598
H  1.4878  -2.3411  0.4750
H  2.9597  -2.5124  1.4701
H  1.3369  -2.5201  2.2280
H  -1.2690  -1.5818  1.4733
H  -1.1158  -0.1860  4.2137
H  -1.9995  -1.6661  3.7954
H  -0.2196  -1.6470  3.7029
H  -2.5851  0.4030  0.7059
H  -3.3848  -0.5013  2.0273
H  -2.5784  1.0383  2.4000

=====

Record 6
ORCA calculation (ωB97M-V/def2-TZVPD) on C24H29BrFIrN2O5S2Si2 as an isolated structure at a distorted geometry.

As for the total charge: -2. The calculation puts the highest occupied orbital energy at -0.23 eV. The lowest unoccupied orbital energy is 4.16 eV.

Cartesian coordinates (Å):
Ir  -1.3978  0.1676  0.6541
C  4.8463  -0.8146  1.0825
Si  2.9658  -0.7249  1.4326
C  2.5590  -2.4745  1.9966
C  2.7571  0.4762  2.8776
C  2.1743  -0.0212  0.0019
C  1.5562  1.2592  0.0993
C  2.3307  2.4180  -0.2482
C  1.8836  3.6990  -0.0728
C  0.6054  3.8941  0.4548
C  -0.1527  2.7907  0.7204
N  0.2562  1.5071  0.5265
Si  1.9656  -0.7617  -1.6809
C  3.6039  -0.0960  -2.5354
C  2.2161  -2.5552  -2.2336
C  0.7342  0.2290  -2.7448
H  5.4269  -1.1315  1.9677
H  5.2226  0.1602  0.7549
H  5.0404  -1.5386  0.2794
H  3.2314  -2.8157  2.7958
H  2.6212  -3.1732  1.1541
H  1.5279  -2.5123  2.3641
H  3.2465  0.1170  3.7928
H  1.6885  0.6045  3.0965
H  3.1721  1.4602  2.6296
H  3.3264  2.2241  -0.6171
H  2.5193  4.5464  -0.3144
H  0.2056  4.8798  0.6569
H  -1.1386  2.9091  1.1409
H  4.4891  -0.5567  -2.0738
H  3.7044  0.9940  -2.4328
H  3.6364  -0.3257  -3.6209
H  2.4550  -3.1990  -1.3800
H  3.0261  -2.6173  -2.9661
H  1.3007  -2.9656  -2.6778
H  1.0860  1.2636  -2.8512
H  -0.2536  0.2476  -2.2785
H  0.6273  -0.1991  -3.7511
Br  -4.7847  -0.2905  -1.8027
C  -3.8650  -1.5928  -0.7526
C  -4.6170  -2.6708  -0.3206
C  -3.9550  -3.7038  0.3095
C  -2.5795  -3.6651  0.3512
C  -1.9197  -2.5665  -0.1683
N  -2.5484  -1.4724  -0.6299
C  -0.3944  -2.5776  -0.3051
O  0.1677  -3.6550  -0.1416
O  0.0812  -1.4540  -0.6434
H  -5.6834  -2.6889  -0.4827
H  -4.5124  -4.5372  0.7208
H  -1.9742  -4.4603  0.7615
O  -2.1293  -1.3081  4.3505
S  -1.9121  -0.8082  3.0157
O  -3.1081  -0.9012  2.1360
O  -0.7263  -1.3766  2.3275
S  -1.5051  1.1757  2.9577
F  -5.0368  4.6610  -1.5009
C  -4.2218  3.6563  -1.0578
C  -3.0913  3.3469  -1.7799
C  -2.2545  2.3359  -1.3117
C  -2.5419  1.6224  -0.1521
C  -3.7121  1.9637  0.5387
C  -4.5545  2.9821  0.0989
H  -2.8757  3.8798  -2.6997
H  -1.3633  2.0937  -1.8835
H  -3.9856  1.4120  1.4302
H  -5.4624  3.2347  0.6351

=====

For reference, HOMO-LUMO gap by record: 10.22; 8.56; 13.01; 9.73; 6.44; 4.39 eV.